Record 1
13 unconnected molecules or ions with the total composition C6H41N2O12 at a distorted geometry. Source: OMol25; level of theory: wB97M-V/def2-TZVPD.

XYZ file:
```
61
Properties=species:S:1:pos:R:3:mulliken_charge:R:1
N 1.337 1.042 0.770 0.26
C 0.070 1.034 -0.071 1.03
C -0.586 2.423 -0.064 -1.46
C 0.023 3.465 -1.030 -0.38
C 1.386 3.956 -0.557 -1.30
C -0.907 -0.040 0.491 -0.44
N -0.258 -1.325 0.636 1.13
C -1.158 -2.352 1.131 -0.93
H 1.925 1.818 0.463 0.26
H 1.863 0.175 0.705 0.10
H 1.057 1.256 1.736 0.48
H 0.318 0.774 -1.098 -0.01
H -1.653 2.234 -0.192 0.50
H -0.541 2.833 0.953 0.44
H -0.816 4.155 -0.873 0.34
H -0.048 3.185 -2.078 0.40
H 1.451 4.198 0.494 0.36
H 2.130 3.351 -1.077 0.25
H 1.574 4.908 -1.072 0.41
H -1.400 0.485 1.320 0.27
H -1.619 -0.198 -0.320 -0.67
H 0.517 -1.238 1.279 -0.31
H -1.552 -2.136 2.122 -0.02
H -0.665 -3.307 1.311 0.33
H -2.000 -2.489 0.455 0.36
H -1.260 -1.886 4.298 0.32
H -2.018 -0.737 4.870 0.28
O -1.478 -0.964 4.100 -0.75
H 4.358 -1.480 -0.375 0.32
H 2.945 -1.654 -0.749 0.31
O 3.526 -1.763 0.023 -0.58
H 2.320 -2.921 2.795 0.32
H 2.167 -1.919 1.740 0.17
O 2.183 -1.967 2.709 -0.52
H -2.857 -0.501 -3.268 0.25
H -2.734 -0.059 -1.770 0.19
O -2.331 -0.588 -2.469 -0.50
H -2.908 -0.821 2.780 0.37
H -4.043 -0.232 3.588 0.28
O -3.870 -0.718 2.777 -0.71
H -2.494 -3.571 -2.943 0.29
H -1.464 -2.445 -2.424 0.23
O -1.627 -3.170 -3.026 -0.62
H 1.222 -2.562 -0.723 0.26
H 0.781 -2.151 -2.243 0.33
O 1.362 -2.674 -1.663 -0.70
H 1.473 0.008 4.019 0.29
H -0.051 -0.182 3.668 0.36
O 0.736 0.365 3.520 -0.64
H 1.452 -1.671 -4.066 0.30
H -0.081 -1.720 -3.568 0.39
O 0.696 -1.180 -3.734 -0.58
H 4.215 1.266 -1.085 0.24
H 2.708 0.710 -1.659 0.29
O 3.273 1.148 -1.017 -0.56
H -4.026 0.724 1.275 0.27
H -4.505 1.681 0.230 0.29
O -3.717 1.178 0.470 -0.53
H 1.248 0.917 -3.862 0.28
H 2.171 2.145 -3.857 0.30
O 2.175 1.185 -3.797 -0.61
```

**Orbital gap**: 10.024 eV
**Highest occupied orbital energy**: -0.4581 Ha
**Lowest unoccupied orbital energy**: -0.0897 Eh
**Net charge**: +1
**Relative energy (zero: lowest compared OMol25 entry of this formula, charge and spin)**: 60.8 kcal/mol
**Calculated total energy**: -34431.799 eV

---

Record 2
2 unconnected molecules or ions with the total composition C24H43BCl2N2O7Si at a distorted geometry. Source: OMol25; level of theory: wB97M-V/def2-TZVPD.

XYZ file:
```
80
Properties=species:S:1:pos:R:3:mulliken_charge:R:1
C 7.859 -2.691 3.857 -0.82
C 7.026 -3.603 2.842 0.62
O 6.848 -4.807 3.161 -0.54
O 6.441 -3.159 1.622 -0.28
C 7.060 -1.951 1.117 -0.37
C 6.182 -1.479 -0.177 -0.65
C 6.021 0.130 -0.244 -0.22
Cl 7.773 0.675 -0.429 -0.09
N 5.360 0.786 0.964 0.09
C 4.289 1.755 0.452 -0.90
C 3.820 0.982 -0.870 0.07
C 2.588 1.528 -1.738 -0.53
C 1.940 2.896 -1.220 -0.76
C 1.165 2.795 0.184 -0.54
C -0.387 3.176 0.131 -0.98
C -1.286 2.188 -0.777 -0.12
C -2.561 1.733 0.104 -0.73
C -3.620 0.893 -0.807 -0.19
C -5.148 1.101 -0.349 -0.55
Si -5.964 -0.431 0.466 0.48
C -7.846 0.007 0.642 -0.95
C -5.319 -0.733 2.271 -0.99
C -5.784 -2.028 -0.634 0.51
C -4.411 -2.720 -0.917 -0.24
C -4.240 -3.977 -1.832 -0.53
C -5.487 -4.599 -2.497 -0.42
C -6.859 -3.952 -2.193 -0.41
C -7.036 -2.704 -1.302 -0.33
C 5.262 0.757 -1.547 -0.14
B 5.394 -0.020 -2.970 0.58
N 4.523 -1.162 -3.377 -0.52
O 6.413 0.497 -3.890 -0.65
H 7.214 -1.848 4.308 0.26
H 8.778 -2.198 3.359 0.28
H 8.241 -3.331 4.736 0.29
H 8.130 -2.176 0.775 0.36
H 7.001 -1.074 1.859 0.26
H 5.154 -1.980 -0.186 0.26
H 6.762 -1.880 -1.085 0.39
H 5.970 1.164 1.704 0.44
H 4.788 -0.005 1.340 0.55
H 4.790 2.786 0.326 0.21
H 3.524 1.827 1.293 0.45
H 3.450 -0.074 -0.566 0.06
H 3.000 1.738 -2.800 0.30
H 1.796 0.704 -1.895 0.22
H 1.151 3.199 -2.012 0.40
H 2.728 3.739 -1.262 0.41
H 1.672 3.564 0.889 0.28
H 1.385 1.768 0.651 0.32
H -0.525 4.285 -0.120 0.34
H -0.784 3.052 1.212 0.39
H -0.667 1.311 -1.162 0.04
H -1.687 2.795 -1.657 0.32
H -3.065 2.662 0.530 0.33
H -2.138 1.049 0.937 0.21
H -3.489 1.281 -1.887 0.29
H -3.260 -0.190 -0.812 -0.17
H -5.763 1.416 -1.268 0.36
H -5.163 1.947 0.430 0.26
H -8.256 -0.446 1.604 0.29
H -7.988 1.153 0.615 0.16
H -8.452 -0.408 -0.236 0.30
H -6.058 -0.229 3.003 0.32
H -4.275 -0.244 2.329 0.21
H -5.272 -1.860 2.482 0.32
H -3.435 -2.325 -0.451 0.25
H -3.189 -4.391 -2.001 0.28
H -5.438 -5.498 -3.189 0.30
H -7.779 -4.435 -2.658 0.29
H -8.105 -2.324 -1.157 0.16
H 5.858 1.729 -1.687 0.28
H 4.374 -1.042 -4.396 0.22
H 4.971 -2.067 -3.173 0.26
H 7.279 0.146 -3.581 0.32
O -9.496 1.792 2.921 -0.65
Cl -8.650 2.966 2.963 1.64
O -9.086 3.911 1.956 -0.67
O -7.276 2.581 2.701 -0.61
O -8.739 3.579 4.271 -0.69
```

**Orbital gap**: 4.735 eV
**Highest occupied orbital energy**: -0.2558 Ha
**Lowest unoccupied orbital energy**: -0.0818 Eh
**Relative energy (zero: lowest compared OMol25 entry of this formula, charge and spin)**: 193.5 kcal/mol
**Calculated total energy**: -76481.782 eV